No. 1
This record from OMol25 describes a structure of composition C38H45IrNO9P5S2Te. The level of theory is ωB97M-V/def2-TZVPD.

XYZ file:
```
102
Properties=species:S:1:pos:R:3:mulliken_spin:R:1
Ir -0.297 -0.010 -0.326 0.744
Te 0.380 -3.677 2.195 0.024
C -0.902 -5.250 1.637 0.001
C -2.120 -5.361 2.297 -0.001
C -2.987 -6.374 1.908 0.000
N -2.712 -7.246 0.934 0.001
C -1.526 -7.138 0.333 0.000
C -0.586 -6.164 0.648 0.001
C -0.927 -2.227 1.559 0.057
P -0.778 -0.572 2.149 -0.062
C -2.465 -0.098 2.608 0.002
C -2.841 1.242 2.520 -0.009
C -4.136 1.621 2.845 0.000
C -5.056 0.669 3.261 0.000
C -4.683 -0.666 3.362 0.001
C -3.395 -1.053 3.032 0.007
C 0.140 -0.797 3.703 -0.016
C -0.561 -1.045 4.885 0.000
C 0.126 -1.406 6.033 0.000
C 1.511 -1.494 6.022 -0.001
C 2.215 -1.216 4.859 0.001
C 1.537 -0.873 3.696 -0.007
P -1.450 -1.974 -0.132 -0.021
C -3.245 -1.846 -0.095 0.003
C -3.999 -2.958 0.291 -0.002
C -5.377 -2.860 0.378 -0.001
C -6.008 -1.655 0.092 0.000
C -5.263 -0.548 -0.289 -0.001
C -3.879 -0.644 -0.385 0.009
C -0.997 -3.364 -1.177 0.000
C 0.359 -3.631 -1.378 0.003
C 0.747 -4.630 -2.252 -0.003
C -0.215 -5.360 -2.943 -0.001
C -1.562 -5.083 -2.766 0.000
C -1.957 -4.076 -1.895 0.001
H -2.392 -4.687 3.100 -0.001
H -3.946 -6.493 2.402 0.000
H -1.317 -7.861 -0.447 0.000
H 0.356 -6.128 0.118 -0.001
H -2.134 1.983 2.185 -0.001
H -4.428 2.661 2.765 0.000
H -6.069 0.966 3.502 0.000
H -5.398 -1.407 3.698 0.000
H -3.109 -2.097 3.086 -0.006
H -1.639 -0.958 4.913 -0.001
H -0.425 -1.619 6.940 0.000
H 2.043 -1.775 6.923 0.000
H 3.296 -1.267 4.853 0.000
H 2.079 -0.669 2.784 0.002
H -3.510 -3.896 0.528 -0.001
H -5.960 -3.724 0.674 0.000
H -7.086 -1.580 0.170 0.000
H -5.754 0.391 -0.511 0.000
H -3.295 0.218 -0.665 -0.006
H 1.112 -3.029 -0.882 0.001
H 1.800 -4.828 -2.411 0.000
H 0.090 -6.134 -3.636 0.000
H -2.311 -5.644 -3.311 0.000
H -3.007 -3.849 -1.786 0.001
C 1.311 2.425 2.610 -0.006
C 1.548 2.676 1.130 0.011
O 2.390 3.806 0.912 0.000
P -0.009 3.161 0.257 0.003
O -0.593 4.399 1.044 -0.001
O 0.330 3.754 -1.142 0.000
O -1.037 2.052 0.257 0.024
P 2.142 1.210 0.175 -0.019
O 3.712 1.459 0.230 0.004
O 1.528 1.372 -1.181 0.005
O 1.788 -0.144 0.780 0.072
H 0.953 3.340 3.083 0.000
H 2.240 2.120 3.093 0.000
H 0.574 1.644 2.768 0.003
H 3.316 3.542 0.987 0.000
H -0.057 5.199 0.958 0.000
H 0.809 3.106 -1.708 0.000
H 4.242 0.675 0.039 -0.002
C -2.506 1.664 -2.850 0.004
C -1.511 2.588 -3.505 0.007
C -1.857 2.934 -4.937 0.000
O -0.143 2.068 -3.401 -0.005
P 0.474 0.665 -3.846 0.000
S 2.311 0.797 -4.281 0.000
S 0.107 -0.855 -2.410 0.166
O -0.491 0.284 -5.045 0.008
C -0.734 -0.982 -5.730 0.002
C 0.502 -1.851 -5.821 -0.001
C -1.916 -1.692 -5.105 0.005
H -3.486 2.146 -2.821 -0.001
H -2.195 1.460 -1.829 0.004
H -2.591 0.722 -3.394 -0.002
H -1.444 3.508 -2.929 0.000
H -2.059 2.044 -5.528 0.000
H -1.040 3.484 -5.403 0.000
H -2.745 3.570 -4.939 0.000
H -1.014 -0.655 -6.729 0.000
H 0.804 -2.222 -4.837 0.001
H 1.339 -1.304 -6.251 0.000
H 0.274 -2.709 -6.458 0.000
H -1.675 -2.057 -4.105 -0.004
H -2.189 -2.544 -5.730 0.001
H -2.777 -1.025 -5.039 -0.001
```

Output
- Electronic energy: -5082.476434 a.u.
- HOMO (alpha / beta): -10.01 / -9.98 eV
- 2S+1: 2
- Gap between HOMO and LUMO (alpha / beta): 4.8 / 4.9 eV
- Total charge: +1
- Largest force on an atom: 2.1 eV Å⁻¹
- ΔE to the lowest compared entry with this formula, charge and spin: 97.1 kcal per mole

No. 2
This record from OMol25 describes a structure of composition C38H45N3OP2PdSi. The level of theory is ωB97M-V/def2-TZVPD.

XYZ file:
```
91
Properties=species:S:1:pos:R:3:mulliken_spin:R:1
Pd 0.175 0.009 -0.268 0.766
N 2.582 -2.029 0.049 0.016
P 2.561 -0.349 0.328 0.104
C 2.770 -0.157 2.117 0.011
C 3.925 -0.590 2.769 0.002
C 4.018 -0.526 4.148 0.001
C 2.954 -0.022 4.888 0.000
C 1.807 0.417 4.247 0.000
C 1.716 0.348 2.863 -0.006
C 4.124 0.218 -0.372 0.012
C 4.590 -0.363 -1.551 0.025
C 5.736 0.122 -2.157 -0.010
C 6.420 1.194 -1.599 0.020
C 5.952 1.784 -0.435 -0.011
C 4.806 1.300 0.176 0.021
P 0.970 -2.448 -0.329 0.064
C 1.004 -2.748 -2.123 0.003
C 0.118 -2.061 -2.942 0.019
C 0.165 -2.225 -4.322 0.003
C 1.101 -3.075 -4.885 -0.001
C 1.994 -3.766 -4.071 0.000
C 1.943 -3.604 -2.699 -0.005
C 0.799 -4.124 0.342 0.016
C 1.412 -4.474 1.544 0.024
C 1.197 -5.724 2.106 -0.013
C 0.351 -6.628 1.483 0.027
C -0.282 -6.278 0.299 -0.013
C -0.063 -5.035 -0.269 0.027
H 3.216 -2.646 0.538 0.005
H 4.764 -0.969 2.195 0.003
H 4.916 -0.864 4.647 0.000
H 3.024 0.032 5.967 0.000
H 0.979 0.815 4.819 0.000
H 0.814 0.689 2.360 0.016
H 4.052 -1.192 -1.995 0.006
H 6.093 -0.335 -3.070 -0.001
H 7.315 1.572 -2.076 0.002
H 6.477 2.625 -0.002 -0.001
H 4.441 1.771 1.081 0.004
H -0.606 -1.378 -2.504 0.012
H -0.526 -1.678 -4.948 0.000
H 1.144 -3.199 -5.959 0.000
H 2.728 -4.429 -4.510 0.000
H 2.641 -4.143 -2.068 0.003
H 2.048 -3.769 2.066 0.006
H 1.688 -5.984 3.034 -0.001
H 0.181 -7.603 1.921 0.002
H -0.948 -6.977 -0.190 -0.001
H -0.552 -4.779 -1.201 0.003
C -2.594 1.144 -2.001 0.086
Si -3.105 0.150 -0.493 -0.095
C -2.417 1.622 1.843 0.012
C -4.648 -0.787 -1.044 0.017
C -1.781 -1.008 0.102 0.589
H -3.160 2.077 -2.046 0.006
H -2.833 0.577 -2.904 0.006
H -1.543 1.430 -2.034 -0.042
H -2.724 2.275 2.671 0.002
H -0.522 2.393 1.342 -0.014
H -1.972 0.716 2.258 -0.003
H -5.394 -0.109 -1.462 0.002
H -5.113 -1.342 -0.229 0.003
H -4.392 -1.504 -1.825 -0.001
H -1.848 -1.989 -0.373 -0.017
H -1.789 -1.153 1.185 -0.025
N -4.203 2.566 0.573 0.007
C -3.623 1.280 0.970 0.000
N -1.447 2.247 0.962 0.067
C -1.930 3.390 0.303 0.001
C -1.061 4.359 -0.181 0.008
C -1.537 5.460 -0.878 -0.006
C -2.901 5.604 -1.086 0.007
C -3.776 4.646 -0.599 -0.004
C -3.311 3.531 0.091 0.013
H -5.055 2.506 0.037 -0.001
H -4.370 0.759 1.577 0.002
H -0.002 4.209 -0.030 -0.001
H -0.841 6.198 -1.255 0.000
H -3.289 6.458 -1.624 0.000
H -4.844 4.751 -0.753 0.000
C 2.469 3.373 -1.663 0.016
C 1.694 2.078 -1.873 0.006
C 0.901 2.104 -3.174 -0.002
O 0.866 1.883 -0.765 0.211
H 3.202 3.545 -2.454 -0.002
H 2.992 3.351 -0.707 0.000
H 1.781 4.221 -1.653 0.002
H 2.428 1.257 -1.977 -0.015
H 0.163 2.910 -3.161 0.000
H 0.374 1.157 -3.305 0.005
H 1.554 2.243 -4.039 0.000
```

Output
- Electronic energy: -2814.600471 a.u.
- HOMO (alpha / beta): -6.32 / -6.69 eV
- 2S+1: 3
- Gap between HOMO and LUMO (alpha / beta): 6.7 / 6.2 eV
- Largest force on an atom: 0.5 eV Å⁻¹
- ΔE to the lowest compared entry with this formula, charge and spin: 18.8 kcal per mole

No. 3
This record from OMol25 describes a cluster of 7 separate species, C38H46BN8O3 in total. The level of theory is ωB97M-V/def2-TZVPD.

XYZ file:
```
96
Properties=species:S:1:pos:R:3:mulliken_charge:R:1
C -0.403 -1.901 2.460 -0.728
C 0.131 -0.788 1.973 0.253
C 0.753 0.626 1.495 -0.584
C 2.200 0.482 0.777 -0.450
C 3.243 -0.152 1.842 0.382
B 3.989 -1.534 1.346 0.867
O 5.057 -1.279 0.318 -0.642
C 2.966 -2.754 0.926 -0.470
C 2.534 -2.777 -0.630 0.643
N 2.294 -4.148 -1.203 -0.731
C 4.827 -2.093 2.686 -0.968
O 3.956 -2.308 3.852 0.021
N 3.613 -3.605 3.996 -0.066
O 2.550 -3.591 4.592 -0.278
H -0.478 -3.033 2.702 0.322
H -0.035 1.147 0.824 0.419
H 0.927 1.239 2.469 0.273
H 2.172 -0.037 -0.248 0.255
H 2.554 1.576 0.568 0.271
H 2.686 -0.264 2.843 -0.165
H 4.084 0.639 2.026 -0.087
H 5.782 -0.806 0.815 0.153
H 3.550 -3.749 1.132 0.326
H 2.053 -2.788 1.638 -0.237
H 3.277 -2.232 -1.325 -0.685
H 1.539 -2.166 -0.700 0.150
H 1.274 -4.229 -1.369 0.285
H 2.558 -4.887 -0.533 0.272
H 5.568 -1.237 2.955 0.171
H 5.365 -3.081 2.418 0.110
N 4.196 -1.066 -5.185 -0.565
C 4.407 -1.433 -3.908 -0.367
C 5.100 -0.662 -2.988 -0.060
C 5.612 0.558 -3.408 -0.432
C 5.411 0.961 -4.722 -0.301
C 4.701 0.121 -5.564 -0.206
H 3.990 -2.396 -3.629 0.452
H 5.238 -1.007 -1.969 0.406
H 6.161 1.189 -2.718 0.387
H 5.797 1.907 -5.082 0.341
H 4.514 0.394 -6.598 0.343
N 4.501 1.730 4.225 -0.224
C 4.341 0.982 5.330 0.080
C 3.939 1.492 6.555 -0.857
C 3.690 2.854 6.649 -0.075
C 3.848 3.651 5.523 -0.549
C 4.251 3.045 4.343 -0.164
H 4.551 -0.076 5.206 0.303
H 3.824 0.841 7.413 0.369
H 3.374 3.291 7.591 0.361
H 3.663 4.717 5.561 0.355
H 4.385 3.625 3.435 0.370
N -1.679 -1.004 6.704 -0.535
C -2.617 -1.728 7.339 -0.315
C -2.558 -3.104 7.490 -0.250
C -1.469 -3.777 6.952 -0.464
C -0.486 -3.056 6.289 -0.195
C -0.635 -1.681 6.194 -0.375
H -3.449 -1.157 7.739 0.354
H -3.342 -3.636 8.014 0.354
H -1.388 -4.855 7.048 0.377
H 0.376 -3.549 5.857 0.475
H 0.109 -1.073 5.688 0.585
N -4.061 -0.192 -0.693 -0.358
C -4.913 0.837 -0.520 -0.134
C -4.930 1.643 0.607 -0.562
C -4.020 1.374 1.620 -0.433
C -3.131 0.319 1.471 -0.229
C -3.189 -0.427 0.304 -0.350
H -5.607 1.006 -1.338 0.318
H -5.637 2.459 0.691 0.361
H -4.003 1.982 2.519 0.411
H -2.408 0.082 2.242 0.404
H -2.512 -1.260 0.140 0.429
N -5.451 0.760 -4.631 -0.280
C -5.983 0.523 -5.844 0.106
C -6.360 -0.734 -6.288 -0.652
C -6.176 -1.814 -5.435 -0.214
C -5.627 -1.599 -4.178 -0.696
C -5.285 -0.304 -3.825 -0.284
H -6.104 1.399 -6.474 0.251
H -6.787 -0.866 -7.275 0.367
H -6.458 -2.814 -5.747 0.368
H -5.470 -2.420 -3.488 0.391
H -4.856 -0.085 -2.852 0.748
N -5.234 3.312 -7.571 -0.351
C -4.878 3.942 -6.437 0.074
C -4.588 5.296 -6.366 -0.708
C -4.666 6.046 -7.531 -0.107
C -5.029 5.422 -8.716 -0.459
C -5.303 4.064 -8.684 -0.271
H -4.828 3.312 -5.554 0.402
H -4.309 5.751 -5.424 0.348
H -4.445 7.109 -7.515 0.363
H -5.099 5.977 -9.643 0.337
H -5.595 3.531 -9.584 0.354
```

Output
- Electronic energy: -2164.025614 a.u.
- HOMO: -5.01 eV
- Gap between HOMO and LUMO: 7.1 eV
- Total charge: -1
- Largest force on an atom: 6.8 eV Å⁻¹